1.
Entry from the Open Molecules 2025 dataset: C2H4IN3S in the gas phase (the ωB97M-V functional and the def2-TZVPD basis).

Positions of all 11 atoms, in Å:
C 0.1200 -0.5293 -0.8164
C 2.0440 -1.0467 0.5900
N 1.2762 -0.5096 -0.5172
N -3.2733 0.9225 -0.4259
N -1.0543 -0.3482 -1.0499
S -1.9265 0.6731 0.1769
I -0.3850 2.6250 0.2645
H 2.6829 -0.1669 1.0595
H 1.5078 -1.4324 1.3894
H 2.5432 -1.8606 0.3081
H -3.5350 1.6730 -0.9790

Results
**Multiplicity**: 1
**HOMO-LUMO gap**: 8.360 eV
**E_HOMO**: -9.37 eV

Atomic partial charges in e from the Löwdin method, atoms 1 to 5: number 1, C, carries -0.448; number 2, C, carries -0.081; number 3, N, carries 0.061; number 4, N, carries -0.386; number 5, N, carries -0.163

---

2.
Entry from the Open Molecules 2025 dataset: a molecular structure, C45H49MoN5O2P2S3 (the ωB97M-V functional and the def2-TZVPD basis).

Positions of all 107 atoms, in Å:
Mo -0.2045 -0.6002 0.7219
C -1.1060 3.0963 0.0651
P 0.1853 1.9948 0.6974
C 1.4940 2.1187 -0.5976
N 1.5438 3.2281 -1.2918
C 2.5200 3.3469 -2.2262
C 2.5938 4.5236 -3.0126
C 3.5830 4.6416 -3.9386
C 4.5406 3.6011 -4.1238
C 4.4871 2.4610 -3.3837
C 3.4602 2.3138 -2.4165
N 3.3719 1.1613 -1.7090
C 2.4068 1.0510 -0.8328
P 2.1981 -0.6011 -0.0097
C 3.3579 -0.6237 1.3917
C 2.9235 -1.8659 -1.1853
C 2.3115 -1.6713 -2.5753
C 2.6164 -3.2746 -0.6650
C 4.4528 -1.7249 -1.2245
C 0.8840 3.0375 2.1200
C 1.2205 4.4413 1.5973
C -0.1382 3.2069 3.2525
C 2.1525 2.4090 2.6819
H -1.3845 2.7927 -0.9361
H -0.6858 4.0973 0.0202
H -1.9810 3.0859 0.7120
H 1.8610 5.3039 -2.8515
H 3.6518 5.5371 -4.5452
H 5.3182 3.7249 -4.8677
H 5.2017 1.6568 -3.5134
H 4.3172 -0.2435 1.0427
H 3.4836 -1.6514 1.7342
H 3.0205 -0.0112 2.2128
H 1.2246 -1.7361 -2.5679
H 2.6803 -2.4763 -3.2181
H 2.6118 -0.7257 -3.0255
H 1.5581 -3.4843 -0.6339
H 3.0452 -3.4653 0.3214
H 3.0719 -3.9835 -1.3618
H 4.7908 -0.7185 -1.4629
H 4.7978 -2.3956 -2.0180
H 4.9178 -2.0592 -0.2946
H 0.3296 5.0637 1.5058
H 1.7440 4.4484 0.6443
H 1.8706 4.9128 2.3398
H -1.1142 3.5443 2.8948
H 0.2359 3.9804 3.9293
H -0.2659 2.3116 3.8478
H 2.9458 2.3381 1.9340
H 1.9610 1.4276 3.1026
H 2.5286 3.0357 3.4953
N -1.1230 -1.2308 7.6393
C -1.6270 -0.2103 6.9268
S -2.5661 0.9814 7.5077
C -1.1957 -0.2083 5.4763
C 0.0802 -0.6121 5.0948
C 0.4431 -0.5636 3.7686
N -0.3864 -0.1200 2.8078
C -1.6100 0.3062 3.1922
C -2.0449 0.2635 4.4957
H -1.3463 -1.2794 8.6209
H -0.6257 -1.9997 7.2260
H 0.8132 -0.9427 5.8212
H 1.4291 -0.8738 3.4563
H -2.2452 0.7108 2.4208
H -3.0276 0.6330 4.7581
O -0.6588 -2.6952 -3.0526
S -1.4819 -2.9329 -1.9134
O -2.8308 -2.4650 -1.8650
N -0.6595 -2.4318 -0.4734
C -0.5746 -3.4173 0.3967
S 0.0672 -2.9981 1.9035
C -1.0178 -4.7221 -0.0994
C -0.9998 -5.9446 0.5458
C -1.4223 -7.0557 -0.1729
C -1.8356 -6.9347 -1.4995
C -1.8589 -5.7026 -2.1498
C -1.4470 -4.6140 -1.4127
H -0.6616 -6.0301 1.5717
H -1.4268 -8.0300 0.2973
H -2.1452 -7.8202 -2.0421
H -2.1828 -5.6119 -3.1806
C -3.1077 1.1725 -5.6803
C -1.7616 1.4741 -5.5353
C -1.1206 1.1862 -4.3375
C -1.8196 0.6201 -3.2720
C -3.1672 0.3055 -3.4347
C -3.8050 0.5801 -4.6325
C -1.0568 0.3442 -2.0392
C -1.4618 0.1252 -0.7852
C -2.7816 0.2026 -0.1069
C -3.0723 -0.7641 0.8661
C -4.2186 -0.6953 1.6529
C -5.1096 0.3415 1.4510
C -4.8483 1.3030 0.4706
C -3.6960 1.2442 -0.2925
H -3.6141 1.3856 -6.6133
H -1.2105 1.9183 -6.3547
H -0.0612 1.4047 -4.2240
H -3.7123 -0.1903 -2.6377
H -4.8491 0.3207 -4.7543
H 0.0132 0.3020 -2.2294
H -2.4468 -1.6419 0.9733
H -4.4270 -1.4662 2.3853
H -6.0196 0.3952 2.0348
H -5.5564 2.1045 0.3012
H -3.5128 1.9977 -1.0476

Results
**Multiplicity**: 3
**HOMO-LUMO gap (spin up / spin down)**: 6.819 / 5.926 eV
**<S²>**: 2.0312
**Net charge**: +2
**E_HOMO (spin up / spin down)**: -12.68 / -12.69 eV

Atomic partial charges in e from the Löwdin method, atoms 1 to 5: number 1, Mo, carries 1.196; number 2, C, carries -0.202; number 3, P, carries 1.036; number 4, C, carries -0.399; number 5, N, carries 0.147

---

3.
Entry from the Open Molecules 2025 dataset: a molecular structure, C20H36ClF5N3O10S2Y (the ωB97M-V functional and the def2-TZVPD basis).

Positions of all 78 atoms, in Å:
Y -14.9011 -24.6650 -6.9690
C -16.6388 -22.4282 -5.1342
O -16.8700 -22.2178 -6.5077
O -15.8990 -23.5672 -5.2037
C -15.9646 -21.2350 -4.4244
F -15.1906 -20.4697 -5.2153
F -16.9077 -20.3924 -3.9588
F -15.2531 -21.6380 -3.3780
C -17.9426 -21.3759 -6.9311
C -17.8513 -21.2153 -8.4354
H -16.8788 -20.9344 -8.8316
H -17.9331 -22.2557 -8.7818
H -18.6826 -20.7082 -8.9191
H -17.9645 -20.4267 -6.3864
H -18.8855 -21.8863 -6.7002
H -17.5696 -22.5768 -4.5678
Cl -15.0045 -23.6851 -9.4194
N -15.0525 -26.9314 -7.0901
S -15.4472 -28.0509 -6.1033
O -14.4025 -28.9745 -5.8402
O -16.8318 -28.3974 -6.0143
F -15.3787 -27.0195 -4.8360
S -14.6275 -27.9578 -8.3905
O -15.5254 -28.9684 -8.8425
O -13.2172 -28.2778 -8.4710
F -14.7105 -26.7873 -9.4585
O -13.2817 -25.3979 -5.0602
C -12.2811 -25.2115 -4.4073
O -11.4449 -26.1710 -4.0961
C -11.8749 -27.5259 -4.3359
C -12.8921 -27.9865 -3.3112
C -12.0333 -23.8960 -3.7386
H -10.9680 -28.1011 -4.1339
H -12.1016 -27.8174 -5.3620
H -12.7305 -27.5503 -2.3212
H -12.7186 -29.0579 -3.1981
H -13.9412 -27.7617 -3.4926
H -10.9911 -23.8299 -3.4325
H -12.7018 -23.8272 -2.8768
H -12.3466 -23.0376 -4.3266
O -17.1547 -25.1927 -7.4526
C -18.2595 -25.5947 -7.7968
O -19.1906 -25.9571 -6.9723
C -18.8792 -26.0385 -5.5726
C -19.3501 -24.7807 -4.8376
C -18.6676 -25.4519 -9.2407
H -17.8464 -26.2428 -5.3080
H -19.4070 -26.9060 -5.1807
H -20.4123 -24.9062 -4.6290
H -19.1034 -23.8967 -5.4213
H -18.8510 -24.7173 -3.8713
H -17.7972 -25.6929 -9.8474
H -18.9708 -24.4512 -9.5398
H -19.5141 -26.1326 -9.3532
C -14.4298 -19.7837 -8.7806
C -13.0422 -19.4993 -8.2311
C -12.7670 -20.1047 -6.8324
C -13.1095 -21.5189 -6.7250
N -13.2742 -22.6489 -6.7094
H -15.1653 -19.3507 -8.1055
H -14.5599 -20.8719 -8.8171
H -14.5565 -19.5009 -9.8239
H -12.9126 -18.4190 -8.1075
H -12.2101 -19.7510 -8.8906
H -13.2466 -19.5182 -6.0512
H -11.7028 -19.9678 -6.6286
C -9.8103 -25.4995 -10.6608
C -9.2809 -25.8813 -9.2889
C -10.2908 -26.6685 -8.4464
C -11.4806 -25.9016 -8.0910
N -12.4380 -25.3667 -7.7713
H -9.0175 -25.0120 -11.2214
H -10.7038 -24.8650 -10.6273
H -10.3034 -26.3636 -11.1235
H -8.9439 -24.9481 -8.8280
H -8.3816 -26.4978 -9.3440
H -9.7722 -26.8229 -7.4938
H -10.5713 -27.6284 -8.8728

Results
**Multiplicity**: 1
**HOMO-LUMO gap**: 9.527 eV
**E_HOMO**: -9.20 eV

Atomic partial charges in e from the Löwdin method, atoms 1 to 5: number 1, Y, carries 1.280; number 2, C, carries -0.435; number 3, O, carries -0.131; number 4, O, carries -0.278; number 5, C, carries -0.557

---

4.
Entry from the Open Molecules 2025 dataset: a molecular structure, CH4N5O (the ωB97M-V functional and the def2-TZVPD basis).

Positions of all 11 atoms, in Å:
C -0.6420 0.2297 2.1995
N 1.2998 -0.0305 -0.3556
N 1.8943 -0.5941 -1.3059
N 0.0105 -0.2271 -0.3994
N 0.9118 -1.2920 -1.9163
N -0.2184 -1.0245 -1.3767
O -1.0895 0.0869 1.1598
H -1.4225 2.1377 1.1659
H 0.0966 0.3402 3.0467
H -1.8326 2.3040 0.4877
H 0.9920 -1.9302 -2.7056

Results
**Multiplicity**: 1
**HOMO-LUMO gap (spin up / spin down)**: 9.728 / 9.728 eV
**Net charge**: +1
**E_HOMO (spin up / spin down)**: -16.06 / -16.06 eV

Atomic partial charges in e from the Löwdin method, atoms 1 to 5: number 1, C, carries 0.250; number 2, N, carries -0.012; number 3, N, carries 0.075; number 4, N, carries -0.074; number 5, N, carries 0.027

---

5.
Entry from the Open Molecules 2025 dataset: C3H8I2N2 in the gas phase (the ωB97M-V functional and the def2-TZVPD basis).

Positions of all 15 atoms, in Å:
C 1.1832 -1.0016 1.1034
C 1.2801 -0.5858 -0.4292
C 0.7530 0.8100 -0.7811
N -0.4751 1.3029 -0.1761
N -3.8735 0.0713 0.3274
I -5.1206 1.0081 -1.0921
I -2.0630 -0.3591 -0.2866
H 1.7430 -1.8672 1.5147
H 1.4591 -0.1194 1.8008
H 0.1227 -1.2525 1.3135
H 0.5973 -1.2784 -1.0212
H 2.3105 -0.5736 -0.8828
H 1.5175 1.6543 -0.3744
H 0.8246 1.0652 -1.8592
H -0.2587 1.1259 0.8428

Results
**Multiplicity**: 1
**HOMO-LUMO gap**: 7.130 eV
**E_HOMO**: -8.21 eV

Atomic partial charges in e from the Löwdin method, atoms 1 to 5: number 1, C, carries -0.134; number 2, C, carries -0.291; number 3, C, carries -0.433; number 4, N, carries -0.284; number 5, N, carries -1.166

---

6.
Entry from the Open Molecules 2025 dataset: a molecular structure, C36H29F3GeMoN4O3S2 (the ωB97M-V functional and the def2-TZVPD basis).

Positions of all 79 atoms, in Å:
Mo 0.2050 -0.6782 0.0982
C -1.7940 0.7185 3.9905
C -1.4769 -0.0577 2.7473
N -0.4290 0.2522 2.0386
N 0.2763 1.3628 2.5028
C 0.7920 2.0099 1.5303
S 0.7239 1.6577 -0.1766
S 1.8203 3.3546 2.0911
C 1.6062 4.6244 0.8071
C 0.3641 5.1809 1.4147
C -0.9084 4.7817 0.9485
C -2.0350 5.3132 1.5210
C -1.9236 6.2213 2.5865
C -0.6771 6.6096 3.0704
C 0.4615 6.0890 2.4998
C -2.3787 -1.1124 2.2875
C -3.2560 -1.7257 3.2021
C -4.1805 -2.6627 2.7997
C -4.2961 -2.9873 1.4488
C -3.4565 -2.4062 0.5213
C -2.4800 -1.5020 0.9359
O -1.6447 -1.0462 -0.0251
H -1.8232 1.7813 3.7533
H -0.9992 0.5852 4.7259
H -2.7466 0.4355 4.4184
H 1.5051 4.1950 -0.1855
H 2.4690 5.2834 0.8558
H -0.9747 4.0906 0.1172
H -3.0154 5.0530 1.1461
H -2.8222 6.6266 3.0324
H -0.6051 7.3184 3.8831
H 1.4419 6.3831 2.8544
H -3.1948 -1.4807 4.2522
H -4.8260 -3.1304 3.5294
H -5.0423 -3.7007 1.1253
H -3.5200 -2.6451 -0.5320
N 1.0138 -6.6370 4.6667
C 0.9134 -5.7477 3.9489
C 0.7843 -4.6286 3.0578
C -0.0992 -4.6853 1.9847
C -0.1994 -3.5858 1.1586
N 0.5097 -2.4652 1.3642
C 1.3721 -2.4205 2.3889
C 1.5401 -3.4783 3.2576
H -0.6884 -5.5696 1.7904
H -0.8570 -3.5922 0.3005
H 1.9375 -1.5066 2.5076
H 2.2468 -3.4065 4.0712
Ge 0.8359 -0.5796 -2.4008
C 1.3966 1.1103 -3.1612
C 0.4088 2.0307 -3.5202
C 0.7447 3.2233 -4.1423
C 2.0778 3.5085 -4.4097
C 3.0658 2.6023 -4.0531
C 2.7293 1.4077 -3.4316
C 0.0217 -1.7914 -3.6540
C 0.3331 -3.1503 -3.6196
C -0.2797 -4.0305 -4.4961
C -1.2274 -3.5644 -5.3991
C -1.5507 -2.2161 -5.4337
C -0.9219 -1.3309 -4.5698
H 0.5277 -1.9556 -0.9934
H -0.6392 1.8278 -3.3176
H -0.0298 3.9224 -4.4286
H 2.3450 4.4321 -4.9057
H 4.1031 2.8197 -4.2703
H 3.5190 0.7097 -3.1818
H 1.0707 -3.5304 -2.9201
H -0.0153 -5.0794 -4.4820
H -1.7069 -4.2535 -6.0811
H -2.2816 -1.8521 -6.1430
H -1.1660 -0.2765 -4.6361
F 4.3984 -2.7347 0.3751
C 4.4490 -1.7764 -0.5566
F 5.1467 -0.7443 -0.0775
F 5.0390 -2.2461 -1.6400
C 3.0074 -1.3010 -0.8544
O 2.6128 -1.3449 -2.0463
O 2.3527 -0.9058 0.1369

Results
**Multiplicity**: 3
**HOMO-LUMO gap (spin up / spin down)**: 7.106 / 4.574 eV
**<S²>**: 2.0285
**Net charge**: +2
**E_HOMO (spin up / spin down)**: -13.70 / -13.66 eV

Atomic partial charges in e from the Löwdin method, atoms 1 to 5: number 1, Mo, carries 1.252; number 2, C, carries 0.008; number 3, C, carries -0.211; number 4, N, carries -0.092; number 5, N, carries -0.033

---

ΔE to the lowest compared entry with this formula, charge and spin (kcal per mole)
5.9; 0.0; 33.6; 105.4; 53.5; 20.4